Density functional theory data (wB97M-V/def2-TZVPD) for a cluster of 10 separate species, C87H186N9O13P in total.

Output
Total charge = 0
Orbital gap = 8.56 eV
E = -5238.3197 a.u.
E_LUMO = 0.012 Ha

```
296
Properties=species:S:1:pos:R:3:forces:R:3:lowdin_charge:R:1
C 0.09654 1.95261 0.24573 0.7 1.2 -0.4 -0.034
C 0.05028 0.75881 -0.70882 0.4 1.0 2.2 -0.536
C 1.17545 -0.07829 -0.16262 1.0 -1.8 -1.2 -0.042
C -1.31506 0.10813 -0.50802 -0.8 -1.7 -1.4 -0.107
C -1.46789 -1.06602 -1.49552 1.7 0.4 -0.7 -0.172
C -1.20906 -0.55670 -2.92899 -0.8 -1.7 0.1 -0.144
C 0.09705 0.16585 -3.16587 -0.1 1.9 0.0 -0.502
C 1.24744 -0.80644 -3.28009 0.6 -0.4 0.6 -0.035
C -0.02782 0.88956 -4.52439 -2.0 -0.1 0.7 -0.034
N 0.22948 1.24446 -2.06456 1.0 -0.7 -1.7 0.009
O 1.64013 1.74051 -2.12479 -1.3 -0.4 -0.2 -0.071
H 1.07954 2.47630 0.16245 -0.7 -0.3 0.0 0.100
H -0.68390 2.67341 0.00450 -0.1 0.1 0.2 0.067
H 0.04147 1.59386 1.27280 -0.4 0.1 0.0 0.064
H 1.02644 -1.13980 -0.37329 0.3 -0.1 -0.2 0.075
H 2.17869 0.22582 -0.51454 -0.6 -0.1 -0.1 0.092
H 1.23280 -0.04627 0.88932 -0.2 0.3 1.2 0.033
H -1.48532 -0.37600 0.46318 0.4 0.9 0.3 0.119
H -2.12081 0.80081 -0.76138 0.1 0.3 0.4 0.122
H -0.77087 -1.86982 -1.21837 0.2 0.2 -0.2 0.098
H -2.39655 -1.57708 -1.53609 -1.3 -0.1 0.5 0.089
H -2.12321 -0.02169 -3.23179 0.5 0.4 0.0 0.126
H -1.18893 -1.44600 -3.59512 0.0 0.4 0.2 0.125
H 1.25474 -1.45660 -2.38031 0.3 0.1 -0.8 0.073
H 2.22701 -0.31138 -3.36914 -0.4 0.0 0.3 0.086
H 1.13907 -1.38411 -4.21095 -0.2 0.0 0.5 0.074
H 0.89414 1.34570 -4.84316 0.2 0.1 -0.3 0.074
H -0.87674 1.61845 -4.46983 1.0 -0.1 0.1 0.089
H -0.43739 0.14159 -5.22472 0.7 0.2 -0.1 0.089
H 1.54965 2.54623 -2.64589 -0.1 0.1 0.1 0.072
C -5.28700 3.97207 5.69496 -0.5 -1.5 -0.8 -0.025
C -4.49194 2.73955 5.14907 -1.4 1.0 1.0 -0.544
C -4.72164 1.59516 6.15903 0.7 0.0 0.3 -0.025
C -4.96533 2.31768 3.77041 0.7 -1.6 -0.5 -0.108
C -4.05494 1.16658 3.24079 -0.3 1.3 -2.3 -0.159
C -2.61670 1.66032 3.18623 -1.0 0.9 1.3 -0.129
C -2.10702 2.29332 4.52426 0.0 0.0 -0.7 -0.457
C -1.60423 1.27117 5.59141 -0.9 0.4 -0.6 -0.010
C -0.89088 3.11213 4.12995 -0.1 0.0 0.0 -0.039
N -3.15320 3.28048 5.00384 2.0 -1.1 -0.3 -0.059
O -2.65926 3.72797 6.28791 -0.1 -1.7 -0.1 -0.032
H -4.83068 4.06458 6.68840 -0.6 1.0 -0.3 0.082
H -5.26323 4.81300 4.97307 0.4 -0.2 0.8 0.087
H -6.33870 3.65353 5.76099 0.2 0.3 0.3 0.081
H -4.50404 0.64808 5.66135 -0.1 -0.1 0.3 0.055
H -4.04703 1.65316 7.07745 -1.2 0.2 -1.1 0.111
H -5.80370 1.62673 6.37791 0.6 -0.2 0.4 0.089
H -6.01470 2.01903 3.67270 0.0 0.1 0.6 0.129
H -4.83555 3.14934 3.11774 0.1 0.8 -0.7 0.083
H -4.21475 0.23295 3.71432 0.1 -0.8 1.0 0.069
H -4.26372 0.92256 2.15816 -0.4 0.4 0.9 0.115
H -2.55589 2.38813 2.35836 0.0 0.1 0.6 0.098
H -1.96190 0.89606 2.87847 1.0 -1.2 -0.1 0.076
H -0.81087 0.69407 5.15951 0.4 -0.4 -0.4 0.052
H -2.38004 0.59962 5.92914 -0.1 -0.3 0.1 0.060
H -1.16517 1.76271 6.45052 -0.2 0.3 0.2 0.080
H -1.25149 3.95102 3.51869 0.4 -0.1 0.1 0.074
H -0.16057 2.48831 3.56614 -0.4 0.5 0.5 0.089
H -0.49791 3.45055 5.08356 0.7 0.4 -0.2 0.075
H -2.70165 4.66196 6.24890 -0.1 1.5 -0.3 0.083
C 4.21166 -2.36079 -1.49540 0.9 -2.0 0.3 0.005
C 5.33285 -3.13306 -0.61895 -1.6 0.9 -2.7 -0.475
C 4.56991 -3.97832 0.39998 1.1 -0.2 0.4 -0.015
C 6.11701 -3.97741 -1.62519 0.1 -0.9 -0.2 -0.147
C 7.38768 -4.50680 -1.00997 0.2 -2.1 0.6 -0.203
C 8.25568 -3.37189 -0.54610 1.3 0.4 -0.5 -0.152
C 7.55363 -2.51744 0.46256 -1.1 1.5 0.8 -0.502
C 7.45807 -3.20589 1.83110 -0.7 -0.6 1.3 -0.041
C 8.24406 -1.16079 0.77683 1.3 -0.3 -2.7 -0.033
N 6.26595 -2.07654 -0.23128 0.4 -0.7 2.0 -0.053
O 5.58274 -1.26686 0.74707 0.0 0.9 -0.6 -0.077
H 3.32557 -3.02670 -1.57668 0.1 0.9 0.4 0.079
H 4.09300 -1.37271 -1.11207 -0.8 0.4 0.5 0.053
H 4.55281 -2.23985 -2.50774 0.4 0.1 -0.4 0.044
H 5.26381 -4.59048 1.01632 -0.6 0.2 -0.4 0.073
H 3.98989 -3.33884 1.05341 -0.1 0.1 0.2 0.072
H 3.88009 -4.62114 -0.16379 0.3 0.0 0.3 0.082
H 5.49997 -4.80864 -2.04214 0.2 0.6 0.4 0.131
H 6.44838 -3.36539 -2.46400 -0.4 0.2 0.0 0.092
H 7.18319 -5.28301 -0.21554 0.0 1.0 -0.3 0.124
H 7.97045 -5.11532 -1.70843 -0.1 0.2 -0.4 0.112
H 8.46313 -2.73445 -1.47742 0.2 -0.8 1.3 0.136
H 9.18594 -3.76578 -0.05836 -0.5 0.5 -0.8 0.139
H 7.11680 -4.25956 1.89691 0.3 0.5 -0.5 0.074
H 6.82769 -2.69578 2.59242 0.1 0.1 -0.9 0.078
H 8.44108 -3.16382 2.30953 0.2 -0.2 -0.3 0.084
H 7.79706 -0.62684 1.58601 -0.2 0.1 0.6 0.061
H 8.11317 -0.55731 -0.16664 0.2 -0.2 0.9 0.083
H 9.35292 -1.26399 0.89294 -0.9 -0.1 0.2 0.099
H 5.64249 -0.37532 0.34115 -0.2 -0.7 0.5 0.105
C 0.14938 8.26582 -1.49447 -1.1 2.7 0.3 -0.026
C 0.10335 8.46679 -3.05441 -0.5 -0.9 1.0 -0.453
C -0.46947 9.83259 -3.37651 -1.3 -0.1 -0.1 -0.049
C 1.59603 8.31857 -3.52253 -0.4 0.6 -0.6 -0.135
C 2.00125 6.88637 -3.66699 -0.4 -0.8 -0.4 -0.197
C 0.99887 6.15289 -4.58874 2.2 -0.2 0.9 -0.145
C -0.34987 6.08711 -3.98607 -1.8 -1.5 0.9 -0.486
C -1.39121 5.52228 -4.97845 -0.3 0.4 -1.3 -0.034
C -0.38718 5.10336 -2.71086 1.0 0.5 -1.0 0.003
N -0.83094 7.47643 -3.72237 1.4 -0.5 -0.1 -0.080
O -2.08923 7.40915 -3.10099 0.1 0.6 0.3 -0.066
H 0.86115 7.55421 -1.22269 1.2 -1.3 0.4 0.038
H 0.52252 9.26505 -1.07689 -0.5 -1.3 -0.4 0.110
H -0.79530 8.03275 -0.92025 0.7 0.4 -0.9 0.079
H -0.57980 10.00069 -4.46877 0.2 -0.1 0.7 0.100
H -1.44669 9.99051 -2.87803 0.1 -0.6 -0.6 0.091
H 0.07370 10.59585 -2.88432 1.2 0.9 0.1 0.059
H 1.76337 8.78141 -4.50841 -0.4 0.2 0.2 0.122
H 2.28017 8.83590 -2.82488 -0.6 0.0 -0.1 0.127
H 2.98487 6.74572 -4.06576 0.7 0.4 -0.6 0.102
H 2.13097 6.42852 -2.70923 -0.5 -0.6 0.9 0.093
H 1.41812 5.15878 -4.80536 -0.5 0.0 0.1 0.126
H 1.03176 6.68865 -5.51663 -0.4 0.4 -0.7 0.114
H -1.54836 4.42122 -5.04290 0.5 0.7 0.4 0.081
H -1.15456 5.87609 -6.02075 -0.1 -0.3 0.9 0.092
H -2.34081 6.00198 -4.70983 0.1 -0.5 -0.2 0.071
H 0.08726 4.08492 -2.91754 -0.7 1.4 0.2 0.091
H -1.39299 4.98167 -2.36898 -0.9 -0.4 -0.2 0.043
H 0.06133 5.58232 -1.85165 0.8 -0.1 0.1 0.042
H -1.98942 7.21495 -2.14894 0.0 -0.1 -0.2 0.059
C -10.63693 -1.09910 0.15636 2.1 -1.0 -1.4 -0.030
C -9.30036 -1.61649 0.81102 -0.6 0.1 1.1 -0.440
C -8.91117 -0.63183 1.99273 -2.1 -2.5 0.0 -0.019
C -9.53316 -3.08982 1.36032 1.3 1.6 0.4 -0.111
C -8.17718 -3.75064 1.66212 -0.8 -1.1 0.0 -0.179
C -7.28843 -3.69673 0.44820 0.2 1.0 -0.2 -0.148
C -6.97286 -2.26124 -0.00065 0.1 -0.6 0.9 -0.548
C -6.11317 -1.57888 1.07442 2.0 -0.7 -0.6 -0.024
C -6.21498 -2.31011 -1.30563 0.8 0.0 -0.4 -0.038
N -8.25343 -1.62744 -0.22670 -0.5 0.0 -1.2 -0.088
O -7.90424 -0.30407 -0.63901 -0.4 0.6 0.9 -0.034
H -10.53810 -0.06625 -0.11568 0.0 0.6 -0.1 0.068
H -10.80052 -1.68896 -0.74902 0.5 0.2 -0.4 0.082
H -11.57443 -1.26264 0.59395 -1.0 -0.1 1.9 0.058
H -9.86810 -0.51145 2.50200 -0.1 0.4 0.2 0.078
H -8.28160 -1.12864 2.75092 0.2 0.8 -0.6 0.073
H -8.66609 0.28020 1.51511 1.0 1.0 0.2 0.064
H -10.05934 -2.97264 2.29935 -0.4 0.1 0.2 0.110
H -10.16999 -3.66106 0.71513 -0.1 -0.4 -0.7 0.105
H -7.70628 -3.20468 2.49821 -0.2 -0.6 -0.2 0.102
H -8.30123 -4.85394 1.90845 0.0 1.4 0.2 0.132
H -7.77846 -4.13516 -0.41753 0.1 -0.6 0.0 0.125
H -6.34239 -4.15155 0.69489 0.4 -0.5 -0.3 0.111
H -5.80725 -0.55246 0.86626 -0.2 -0.1 -0.3 0.080
H -5.16341 -2.18085 1.25795 -1.0 0.7 -0.4 0.093
H -6.61406 -1.57563 1.99533 -0.5 0.1 1.2 0.022
H -5.90187 -1.29938 -1.61822 -0.2 -0.5 0.0 0.088
H -6.73511 -2.84185 -2.10860 -0.4 0.4 0.1 0.090
H -5.31823 -2.91416 -1.15234 0.2 0.2 0.1 0.080
H -8.24466 -0.19118 -1.52147 -0.3 -0.2 -0.5 0.100
C 1.93676 -1.23469 4.97671 -0.6 0.6 -0.7 -0.039
C 3.16324 -0.56506 4.36550 -0.4 0.5 0.5 -0.508
C 4.30643 -1.55889 4.50857 0.5 -0.3 -3.7 -0.010
C 2.89463 -0.16740 2.90857 -1.6 0.0 -0.9 -0.140
C 3.94633 0.80625 2.36975 0.9 -0.2 1.0 -0.180
C 3.99389 2.11138 3.18266 -1.1 0.2 0.9 -0.115
C 4.18814 1.82775 4.71997 0.2 -0.5 -0.1 -0.502
C 5.68520 1.47174 5.03541 -1.3 -0.5 -0.7 -0.016
C 3.78191 3.07565 5.51228 0.2 -0.2 1.2 -0.053
N 3.23867 0.73445 5.08962 0.2 0.3 1.6 -0.048
O 3.53361 0.39717 6.49918 0.1 0.0 -0.2 -0.067
H 1.10326 -0.51965 5.05982 0.2 -0.3 -0.2 0.078
H 1.69392 -2.05938 4.34099 -0.6 -0.5 -0.6 0.054
H 2.08565 -1.68138 5.93336 0.5 0.0 0.8 0.079
H 5.01685 -1.51142 3.60892 -0.9 0.1 1.0 0.085
H 4.92051 -1.40349 5.32586 0.8 0.0 2.0 0.050
H 3.88846 -2.57159 4.42745 0.3 0.2 0.5 0.091
H 2.77429 -1.01418 2.17716 0.6 0.2 1.0 0.127
H 1.84551 0.24166 2.88737 0.9 0.2 0.1 0.113
H 4.89524 0.23839 2.49624 -0.3 0.6 -0.4 0.085
H 3.79659 1.03276 1.32125 -0.1 -0.1 -0.3 0.096
H 3.00109 2.63696 2.98759 1.1 -0.5 0.5 0.131
H 4.78653 2.85195 2.97426 -0.2 -0.6 -0.6 0.118
H 6.28137 2.37231 5.11211 0.2 0.1 0.0 0.077
H 6.04507 0.82795 4.23350 0.3 0.1 -0.1 0.064
H 5.72791 0.86663 5.93741 0.1 0.3 0.2 0.072
H 4.01003 3.02142 6.62393 0.0 -0.3 -1.3 0.095
H 2.68479 3.15881 5.47764 0.4 0.5 -0.4 0.078
H 4.36744 3.93305 5.12743 -0.7 -0.2 0.1 0.087
H 2.80320 0.62808 7.11387 0.2 0.1 -1.3 0.114
C -1.23946 -6.68185 4.56365 0.3 -1.3 1.9 -0.062
C -1.08679 -5.40273 3.79644 0.9 -0.4 2.0 -0.540
C 0.30151 -4.91145 4.21132 1.7 -1.5 -0.1 -0.037
C -1.13140 -5.67613 2.30750 0.8 2.1 -0.5 -0.099
C -1.39368 -4.33328 1.55293 -0.9 -1.0 0.0 -0.154
C -2.65865 -3.68512 2.12428 1.5 0.7 1.3 -0.116
C -2.54942 -3.35347 3.66152 1.6 0.5 -2.3 -0.532
C -1.61369 -2.11799 3.76981 0.4 0.2 1.6 -0.019
C -3.87891 -2.93575 4.16199 -0.6 0.1 0.0 -0.038
N -2.13421 -4.54621 4.33176 -1.4 0.3 0.1 -0.076
O -2.00336 -4.19512 5.72990 0.9 -0.1 -0.9 -0.007
H -0.52477 -7.43875 4.29402 0.6 -0.2 -0.5 0.079
H -0.96134 -6.48219 5.63218 -0.5 -0.2 -0.7 0.095
H -2.19201 -7.21364 4.54821 -0.3 0.5 -0.2 0.091
H 0.46758 -4.80843 5.28450 -0.5 0.0 0.0 0.085
H 1.10843 -5.64682 3.89107 -1.0 0.7 0.2 0.112
H 0.58047 -3.99408 3.78678 0.2 1.4 -0.8 0.033
H -0.10885 -6.02965 2.09371 -0.6 -0.2 -0.3 0.124
H -1.87324 -6.40399 2.01724 -0.3 -0.3 0.1 0.118
H -0.57294 -3.63244 1.54163 0.5 0.1 0.5 0.096
H -1.56199 -4.53770 0.49594 -0.1 -0.1 -0.2 0.099
H -3.50446 -4.29991 1.95859 -1.0 -0.6 -0.3 0.105
H -2.76774 -2.70337 1.69070 -0.5 0.2 -0.6 0.097
H -0.60742 -2.13113 3.30363 -0.5 -0.6 0.4 0.073
H -1.54738 -1.91237 4.88154 0.4 0.0 -1.2 0.102
H -2.07578 -1.23978 3.32644 -0.4 0.0 0.0 0.054
H -3.87837 -2.58299 5.17872 0.3 0.6 0.3 0.084
H -4.50326 -3.79588 4.19951 -0.8 -0.8 -0.3 0.084
H -4.28746 -2.21950 3.46295 -0.3 0.4 0.1 0.065
H -2.45033 -4.90310 6.18321 -0.4 -0.4 0.2 0.092
C -5.17257 7.39109 -2.03238 0.8 0.8 1.3 -0.029
C -5.03969 6.38612 -0.89026 -0.2 1.9 0.1 -0.500
C -6.08273 6.78531 0.19077 0.1 -0.4 -0.1 -0.019
C -5.30766 4.99205 -1.42437 1.2 0.7 0.5 -0.123
C -4.93259 4.01303 -0.34490 0.1 -1.8 -0.6 -0.191
C -3.45690 4.14913 -0.02898 -0.6 0.6 -0.1 -0.135
C -3.17212 5.52662 0.61920 0.5 -1.3 -0.8 -0.453
C -3.82656 5.62501 2.01572 0.1 1.4 -0.6 -0.025
C -1.63721 5.57197 0.83570 0.3 1.3 -0.4 -0.023
N -3.62105 6.52342 -0.42115 0.6 -1.9 1.3 -0.084
O -3.31336 7.76335 0.12273 -0.6 1.5 0.3 -0.046
H -4.38570 7.31835 -2.74525 0.4 -0.9 -1.0 0.057
H -6.15459 7.28864 -2.41499 -0.9 0.2 -0.8 0.075
H -4.95477 8.41314 -1.69452 -0.7 -0.1 0.3 0.093
H -6.21498 5.98989 0.94216 0.2 0.7 -0.1 0.060
H -5.79976 7.77115 0.61628 -0.4 -0.7 0.1 0.091
H -7.07724 6.87397 -0.26066 0.2 0.3 -0.2 0.090
H -6.30654 4.95201 -1.83115 -0.4 -0.2 0.1 0.124
H -4.60821 4.86521 -2.25658 -0.1 -0.2 -0.1 0.128
H -5.50890 4.02597 0.56455 -0.5 0.3 0.2 0.094
H -5.04749 2.99703 -0.72750 -0.3 -0.2 0.0 0.114
H -2.96706 4.00563 -1.01778 0.4 0.2 0.9 0.124
H -3.17491 3.37774 0.68042 0.3 -0.2 -0.1 0.091
H -4.90694 5.46142 2.05457 0.5 0.1 0.1 0.057
H -3.54288 6.61468 2.43696 -0.6 -0.3 -0.2 0.097
H -3.34586 4.96464 2.69469 0.5 -1.0 0.5 0.048
H -1.12638 5.80251 -0.11212 -0.2 -0.2 0.3 0.056
H -1.23557 4.64466 1.21252 -0.2 -0.6 0.0 0.053
H -1.25927 6.31111 1.56202 -0.6 0.1 -0.2 0.092
H -3.89095 7.92836 0.90597 0.4 -0.2 -0.6 0.092
C 2.91538 -5.34790 -3.78119 1.6 0.2 0.3 -0.034
C 1.63111 -5.48930 -4.50597 -1.2 1.5 -1.9 -0.540
C 0.97092 -4.08063 -4.44766 1.1 -0.1 -2.0 -0.024
C 1.89569 -5.88637 -5.96734 -2.1 1.2 -0.5 -0.121
C 2.26075 -7.32879 -6.09396 1.2 0.2 -0.3 -0.212
C 1.18209 -8.15953 -5.54243 -1.0 -1.4 -0.5 -0.175
C 0.90480 -7.84055 -4.10224 -0.6 -1.4 1.2 -0.497
C -0.43141 -8.54544 -3.58035 1.2 -0.3 0.1 -0.017
C 2.07303 -8.39711 -3.24232 -1.6 -0.4 0.6 -0.021
N 0.65247 -6.41485 -4.00898 -0.4 -0.3 1.1 -0.075
O 0.61255 -6.16420 -2.61388 -0.9 0.6 1.2 -0.053
H 3.52972 -6.22729 -3.82943 0.4 -0.5 -0.2 0.070
H 3.49986 -4.50848 -4.20922 -0.3 -0.4 0.2 0.081
H 2.78352 -5.16148 -2.73456 -0.2 0.3 0.6 0.073
H 0.82197 -3.80876 -3.44016 -0.3 0.4 1.2 0.053
H 1.69768 -3.36235 -4.90606 -0.6 -0.5 0.5 0.072
H 0.04850 -3.97772 -5.03148 0.0 -0.4 0.2 0.093
H 0.90171 -5.71020 -6.60164 2.0 -0.3 1.3 0.169
H 2.64586 -5.19748 -6.34158 0.2 0.0 -0.3 0.099
H 2.33512 -7.52741 -7.14167 0.4 -0.4 -0.8 0.111
H 3.19886 -7.61684 -5.60386 0.1 0.4 -0.3 0.114
H 1.39462 -9.22648 -5.70474 0.0 0.1 0.4 0.136
H 0.32214 -7.97652 -6.16900 -0.8 0.1 0.0 0.120
H -0.67553 -8.34367 -2.53120 0.3 0.5 -0.1 0.069
H -0.30704 -9.65424 -3.52650 -0.2 0.7 -0.8 0.088
H -1.25837 -8.17855 -4.18481 -0.1 -0.4 -0.2 0.078
H 1.86753 -9.47152 -3.22203 0.4 0.0 0.1 0.082
H 1.99360 -8.04762 -2.20310 0.2 0.0 -0.4 0.091
H 3.04711 -8.23331 -3.64147 0.7 0.2 -0.2 0.052
H -0.31012 -5.96303 -2.37946 0.4 -0.1 -0.4 0.116
C 9.56073 0.84478 -3.31394 -1.2 0.5 -1.3 -0.055
C 8.57116 -0.30556 -3.43672 -0.3 0.6 0.6 -0.259
O 7.74255 -0.14794 -4.59734 0.1 0.0 -0.6 -0.171
P 6.19092 -0.43939 -4.66110 -1.0 -0.4 -0.4 0.438
O 5.45919 0.16018 -5.81348 1.4 -1.3 0.6 -0.241
O 6.08498 -2.06004 -4.33611 -0.6 3.3 -0.3 -0.227
C 5.81772 -3.07159 -5.27704 0.8 -2.4 -0.7 -0.265
C 4.66835 -2.92720 -6.32482 -0.4 0.7 1.0 -0.065
O 5.64409 0.14720 -3.32589 -0.6 1.0 1.8 -0.210
C 5.01241 1.50465 -3.28079 0.5 -0.7 1.6 -0.199
C 5.97501 2.64501 -2.86879 0.6 -0.8 -0.2 -0.065
H 9.80153 1.28950 -4.31684 0.2 -0.7 1.0 0.107
H 9.14734 1.63307 -2.71848 -0.5 0.7 0.2 0.052
H 10.37496 0.51052 -2.73324 1.4 -0.4 0.2 0.059
H 9.09716 -1.22819 -3.46777 0.4 -1.0 -0.6 0.101
H 7.96079 -0.38384 -2.53547 -0.3 0.2 -0.1 0.095
H 6.78738 -3.23269 -5.81524 -0.8 -0.1 0.1 0.126
H 5.69777 -3.95637 -4.57975 -0.1 0.6 -1.1 0.111
H 4.56865 -3.74590 -7.06842 0.6 0.4 0.6 0.085
H 3.67350 -2.80216 -5.86520 0.3 -0.4 0.3 0.054
H 4.76177 -1.95382 -6.79467 0.4 0.0 -0.6 0.049
H 4.56961 1.55809 -4.24975 -0.4 0.7 -0.5 0.085
H 4.25689 1.51132 -2.44061 0.4 -0.7 -1.2 0.115
H 5.43886 3.57839 -3.13448 0.5 -0.3 0.3 0.078
H 6.12200 2.58122 -1.74571 0.0 0.3 -1.4 0.088
H 6.98279 2.59182 -3.40099 -1.4 0.2 0.7 0.086
```
Forces are in eV/Å.